1.
Computed, not measured: a 2-piece molecular cluster, CH4N4OS overall in a non-equilibrium geometry, with ωB97M-V with the def2-TZVPD basis set.

Geometry as XYZ:
```
11
Properties=species:S:1:pos:R:3:forces:R:3
S -0.693 0.744 -0.604 -0.386 -1.365 0.116
O 0.609 0.199 -0.991 -0.186 0.222 -0.079
N -1.765 -0.263 -0.255 0.089 1.880 -0.034
N 2.435 2.080 0.067 1.397 1.346 -2.715
N 2.105 1.838 1.179 -0.676 -0.498 2.017
N 1.874 1.772 2.275 -0.213 -0.265 0.447
C -1.680 -1.679 -0.253 0.427 -0.823 -0.130
H 2.157 1.465 -0.685 -0.303 -0.425 0.352
H -2.473 -2.068 -0.892 0.001 -0.053 0.039
H -1.860 -2.042 0.761 -0.020 0.020 -0.063
H -0.709 -2.046 -0.603 -0.130 -0.039 0.050
```
Forces are in eV/Å.

largest force on an atom: 3.3 eV/Å
HOMO: -9.845 eV
M: 120.14 g/mol
relative energy (zero: lowest compared OMol25 entry of this formula, charge and spin): 0.000 eV
net charge: 0

---

2.
Computed, not measured: a 2-piece molecular cluster, C4H12 overall in a non-equilibrium geometry, with ωB97M-V with the def2-TZVPD basis set.

Geometry as XYZ:
```
16
Properties=species:S:1:pos:R:3:forces:R:3
C -0.101 -0.323 2.770 0.002 -0.170 0.220
C 0.122 -0.830 1.341 -0.665 -0.639 1.200
C 0.713 0.439 -2.005 0.921 0.215 -0.561
C -0.736 0.788 -2.115 0.371 -0.612 0.124
H 1.400 1.269 -2.193 -0.084 0.482 0.514
H 1.101 0.049 -1.009 -0.319 0.021 0.210
H 0.440 0.544 3.164 0.051 -0.004 0.041
H -0.635 -1.600 1.087 0.007 0.211 -0.816
H -1.064 1.583 -1.445 -0.003 -0.104 -0.068
H 1.065 -0.285 -2.741 -0.452 -0.506 0.191
H -1.168 -0.044 2.806 0.129 0.230 -0.240
H -0.885 1.110 -3.151 -0.267 0.117 -0.090
H 0.136 -1.176 3.429 0.277 0.185 -0.119
H 1.029 -1.444 1.344 0.298 0.310 -0.184
H -0.099 0.054 0.720 0.038 -0.040 -0.429
H -1.318 -0.134 -2.002 -0.303 0.303 0.006
```
Forces are in eV/Å.

largest force on an atom: 1.5 eV/Å
HOMO (spin up / spin down): -16.276 / -15.479 eV
M: 60.14 g/mol
multiplicity: 2
relative energy (zero: lowest compared OMol25 entry of this formula, charge and spin): 0.452 eV
net charge: +1
⟨S²⟩: 0.75

---

3.
Computed, not measured: one molecule with the formula C3H6ClN in a non-equilibrium geometry, with ωB97M-V with the def2-TZVPD basis set.

Geometry as XYZ:
```
11
Properties=species:S:1:pos:R:3:forces:R:3
Cl -2.143 -1.022 -0.153 -0.009 0.047 0.202
N 1.103 -0.968 -0.657 -0.545 0.444 0.517
C -0.828 0.100 0.130 -0.914 0.796 -0.487
C -1.000 1.385 -0.226 2.851 -0.504 1.490
C 0.457 -0.563 0.585 -1.493 0.660 -0.424
H 1.900 -1.496 -0.393 1.153 -0.346 -0.345
H 0.973 0.179 1.189 0.462 0.054 0.091
H 0.195 -1.410 1.227 0.218 0.030 -0.267
H -1.916 1.855 -0.467 -0.715 0.088 -0.536
H 1.335 -0.097 -1.133 0.400 -0.577 -0.120
H -0.076 2.037 -0.102 -1.408 -0.693 -0.122
```
Forces are in eV/Å.

largest force on an atom: 3.3 eV/Å
HOMO: -9.479 eV
M: 91.54 g/mol
relative energy (zero: lowest compared OMol25 entry of this formula, charge and spin): 0.208 eV
net charge: 0
structure (SMILES): C=C(Cl)CN

---

4.
Computed, not measured: a 9-piece molecular cluster, C48H119N9O10 overall in a non-equilibrium geometry, with ωB97M-V with the def2-TZVPD basis set.

Geometry as XYZ:
```
186
Properties=species:S:1:pos:R:3:forces:R:3
O 6.122 -1.900 3.981 -0.612 0.078 -0.955
O 0.510 10.037 -4.316 0.782 -1.203 1.888
O 4.254 1.938 2.710 -0.602 0.270 0.514
O -0.018 -4.631 0.693 1.489 -1.640 1.298
O 1.735 -3.242 -4.979 -0.535 -0.289 -0.496
O -3.778 3.115 -6.282 -0.058 -1.221 0.809
O -0.792 0.833 -0.227 -0.988 0.102 -0.881
O -4.932 0.283 0.893 0.850 -0.016 -0.909
O 1.213 4.658 -1.964 1.033 0.973 0.571
O -3.591 0.775 5.910 1.254 -2.053 0.912
N 1.662 3.754 4.748 0.893 -0.449 -1.091
N -3.269 1.825 -5.888 0.617 -1.504 -0.457
N 3.653 -1.521 -2.262 -0.503 1.139 -1.152
N -6.682 -1.743 3.448 -1.574 -0.341 -0.233
N 0.999 -5.322 1.354 -2.542 -0.451 0.712
N 1.504 -2.052 -0.318 -0.635 -1.224 0.515
N 6.430 -3.642 1.777 1.467 -1.134 0.708
N -2.987 3.416 5.376 -0.385 0.702 0.612
N 0.839 7.594 -2.779 -0.506 0.328 0.410
C 3.273 -2.529 -3.269 0.173 -1.264 0.369
C -5.664 -0.956 2.780 -0.163 -0.461 0.950
C 3.276 2.959 2.967 0.360 -0.643 0.415
C 4.815 -2.560 0.484 -0.102 1.671 0.321
C -0.093 -0.296 -0.735 -0.809 0.086 0.678
C 5.119 -1.921 2.905 1.106 0.097 1.804
C 2.608 -7.153 1.488 -0.637 -1.191 0.422
C 1.148 3.311 -1.589 0.030 0.103 -0.128
C -3.516 -0.600 -5.474 1.143 0.681 1.614
C 3.438 -3.892 -2.550 -0.853 -0.083 -0.421
C 0.841 -0.896 0.298 1.391 -0.132 0.215
C -3.276 2.272 3.358 -0.151 -1.375 -0.729
C -4.589 1.669 5.539 -1.054 0.108 -0.914
C -1.040 2.806 -5.872 -0.793 0.490 0.759
C 0.096 -7.639 1.198 -1.025 -0.462 0.787
C 5.615 -1.325 5.168 -0.143 0.446 -0.331
C 0.486 -3.069 -5.671 0.611 0.548 0.126
C 1.090 -4.945 2.819 1.735 -0.120 1.162
C -2.058 1.919 -5.059 2.042 1.038 0.592
C 1.291 -3.415 2.993 -0.969 0.530 0.052
C -5.065 1.102 -4.288 -0.836 -0.581 0.195
C 2.346 -5.627 3.454 0.072 -0.538 0.411
C 1.919 0.045 0.879 -1.136 0.441 -0.530
C 5.806 -2.365 1.642 -0.981 -0.181 -0.813
C 4.984 2.120 1.519 -0.122 -0.985 0.206
C -4.357 -1.641 3.116 1.887 0.394 -1.754
C -4.736 0.293 -0.525 -0.520 -0.362 0.235
C -1.710 0.539 0.850 1.889 -0.017 0.563
C -4.061 -0.388 6.643 -1.362 0.719 -0.473
C -4.017 2.744 4.600 1.396 0.093 -0.621
C -0.125 -5.428 3.655 -1.148 -0.016 -0.767
C -1.312 0.536 -4.943 -1.661 0.993 -1.868
C 2.611 2.671 4.321 -0.972 -0.836 0.999
C 1.830 1.323 4.292 0.298 -0.048 -0.910
C 2.689 -7.057 2.975 0.035 1.535 1.320
C -5.913 -0.662 1.279 -0.159 0.631 1.109
C 1.499 -6.740 -0.652 -0.084 0.996 -1.192
C -5.268 0.476 -6.648 -0.284 1.307 -1.387
C -4.260 0.765 -5.556 0.165 -0.281 0.056
C -2.209 2.583 -3.616 -0.693 -0.108 -1.018
C 0.991 10.856 -5.325 0.111 0.255 -0.316
C -0.027 6.773 -1.954 0.791 -1.186 0.231
C 1.237 -6.717 0.829 2.588 0.214 0.803
C 1.383 9.962 -3.155 -1.311 0.084 0.330
C 0.905 8.902 -2.146 0.092 1.007 -1.673
C -2.317 -0.521 -4.539 1.527 -0.260 0.967
C -0.006 5.310 -2.292 0.225 -1.553 0.310
C 1.835 -2.356 -3.892 0.794 -0.174 0.664
H -0.121 -4.893 4.604 0.340 -0.167 -0.007
H 4.353 1.914 0.655 -0.145 0.389 -0.284
H 1.902 -7.704 -0.961 -0.469 -0.188 0.229
H 2.574 -0.460 1.589 0.020 -0.038 -0.078
H -0.818 2.381 -6.851 -0.130 -0.010 0.010
H -0.230 5.088 -3.336 -0.003 0.409 -0.433
H 1.952 10.544 -5.733 0.047 -0.576 -0.247
H -4.539 1.390 -3.377 0.293 0.113 -0.368
H 2.240 4.563 4.925 -0.097 0.391 0.022
H 0.356 -2.005 -5.866 -0.116 0.223 -0.108
H 2.677 -8.231 1.341 0.262 0.023 -0.939
H 2.642 -3.980 -1.811 -0.237 0.074 0.093
H -2.402 2.655 5.691 0.571 -0.025 0.108
H 0.327 7.800 -3.625 0.151 -0.206 -0.578
H -5.680 0.466 -1.041 -0.234 -0.013 -0.043
H -4.183 -1.357 -5.060 -0.291 0.085 -0.205
H 2.274 -6.051 -0.988 0.122 0.278 0.429
H -2.417 1.324 1.120 0.146 0.155 -0.957
H -1.447 3.813 -5.969 -0.143 0.002 -0.333
H 3.684 -7.255 3.376 0.383 0.036 -0.562
H 5.912 -4.243 2.401 -0.703 -0.209 -0.106
H 2.188 -2.403 0.337 0.052 -0.077 0.386
H 2.482 0.465 0.045 0.319 -0.089 0.026
H 1.211 11.864 -4.975 -0.532 0.406 0.056
H 7.268 -3.547 2.333 0.519 0.199 -0.132
H -4.744 3.477 4.250 -0.417 -0.113 0.549
H 5.387 -0.276 4.981 0.075 0.281 0.164
H -0.803 4.809 -1.744 -0.302 0.074 0.314
H 1.246 3.523 5.639 -0.090 -0.240 0.053
H 0.328 -2.905 2.963 -0.040 0.091 -0.580
H 3.311 -4.730 -3.236 0.113 0.051 -0.083
H -0.199 -6.505 3.808 0.721 0.016 0.179
H -3.542 -1.162 2.574 0.318 0.496 0.190
H -5.690 0.254 -4.007 0.160 -0.473 0.036
H -1.292 3.115 -3.363 -0.165 -0.184 0.085
H -4.954 2.172 6.435 -0.383 0.167 0.103
H -6.363 -1.914 4.391 -0.132 0.136 0.201
H -5.412 1.134 5.065 -0.322 -0.134 0.005
H 2.019 -2.902 2.364 -0.158 -0.480 -0.593
H 3.335 2.547 5.126 0.684 0.025 -0.316
H 4.356 -4.025 -1.979 0.255 0.261 -0.409
H -1.752 -1.453 -4.509 -0.309 -0.456 -0.001
H 2.430 9.809 -3.416 0.006 0.032 -0.288
H 3.172 -4.916 3.449 0.343 -0.207 -0.777
H -3.397 -1.235 6.818 0.861 0.665 -0.584
H -2.435 2.876 3.018 -0.239 0.621 0.527
H 1.228 10.876 -2.581 0.550 0.553 -0.243
H 1.452 0.892 1.382 0.022 0.013 0.101
H 3.829 3.898 2.929 -0.369 0.414 0.192
H -6.791 -2.670 3.061 0.030 -0.147 -0.347
H 4.215 -1.668 0.303 -0.095 0.245 0.281
H -1.100 6.968 -1.963 -0.205 0.945 -0.054
H -6.867 -0.159 1.117 -0.447 -0.256 0.370
H 0.499 -3.566 -6.641 0.264 -0.248 0.284
H -4.052 1.060 -0.889 0.154 0.090 0.668
H 0.996 1.382 3.593 -0.561 0.401 0.436
H -5.849 1.827 -4.509 0.395 0.549 -0.107
H 0.246 -1.291 1.121 -0.222 0.077 0.054
H -3.511 3.651 6.207 0.442 0.695 0.675
H -4.362 -0.684 -0.830 0.130 -0.135 -0.217
H 0.690 3.113 -0.620 -1.060 0.228 -0.125
H 2.145 -7.802 3.556 -0.755 0.036 -0.427
H -0.095 9.206 -1.838 -0.214 0.197 0.331
H -4.916 -0.793 6.102 -0.137 -0.176 -0.252
H 3.932 -2.498 -4.137 0.194 -0.047 -0.063
H 5.489 3.083 1.438 -0.088 0.131 0.057
H -2.512 1.933 -2.795 0.485 -0.508 -0.107
H 5.343 -2.682 -0.462 0.118 -0.791 0.382
H -0.108 2.996 -5.340 0.114 -0.521 0.182
H 4.613 -0.960 2.817 0.081 0.301 -0.009
H 0.001 -8.484 0.515 0.350 0.215 -0.268
H -5.973 -0.304 -6.360 -0.111 0.312 0.212
H 4.532 -1.693 -1.794 -0.070 -0.764 -0.160
H 2.230 -5.757 4.530 -0.720 0.438 0.107
H 0.697 2.792 -2.434 -0.145 -0.796 0.359
H -4.484 -0.169 7.624 0.195 0.643 0.196
H 0.199 -8.089 2.186 0.234 0.181 0.093
H 6.575 -1.644 1.367 -0.069 0.136 -0.017
H 0.364 6.904 -0.945 -0.355 -0.261 0.277
H 0.625 -6.459 -1.240 -0.159 -0.387 0.005
H -2.229 -0.415 0.759 0.002 -0.038 -0.282
H -5.752 -0.026 3.342 0.509 0.459 -0.512
H -1.104 -5.222 3.223 0.095 0.521 -0.414
H 2.130 -1.769 -1.059 0.044 0.427 -0.680
H -0.345 0.615 -4.447 -0.406 0.060 0.811
H 1.579 9.015 -1.297 0.056 -0.605 0.116
H -2.543 -0.297 -3.496 -0.661 -0.168 0.161
H -3.377 3.159 -7.153 -0.198 0.334 -0.225
H 1.042 -2.571 -3.175 -0.049 -0.094 0.448
H 5.712 1.309 1.547 0.332 0.199 -0.132
H -4.281 -2.636 2.678 -0.595 -0.408 0.179
H -0.772 -1.101 -1.014 -0.498 -0.170 0.054
H 0.192 10.801 -6.065 0.386 0.523 -0.307
H 1.543 0.937 5.270 -0.306 0.498 0.086
H 0.535 -4.004 0.220 0.194 2.020 -1.372
H -0.882 -7.157 1.202 0.071 0.247 -0.200
H -5.947 -1.562 0.665 0.489 -0.281 -0.094
H -1.007 0.328 -5.969 -0.019 -0.203 -0.355
H 6.346 -1.412 5.972 0.064 -0.074 -0.238
H -2.815 1.307 3.569 -0.058 -0.296 -0.033
H 2.364 0.489 3.838 0.824 0.200 0.089
H -5.746 1.406 -6.955 -0.680 -0.009 0.430
H -3.126 -0.965 -6.424 -0.356 0.361 -0.304
H 4.099 -3.346 0.724 0.248 -0.439 -0.251
H -4.858 0.169 -7.610 0.661 -0.342 0.205
H 1.656 -1.338 -4.239 0.274 0.402 -0.018
H -3.911 2.147 2.481 -0.270 -0.183 0.117
H 0.364 -0.039 -1.692 0.486 0.478 0.235
H -4.042 -1.693 4.159 -0.524 0.184 0.053
H 1.648 -3.094 3.971 0.094 -0.960 0.435
H 2.140 2.919 -1.361 0.463 0.282 -0.754
H -3.039 3.290 -3.629 0.154 0.419 -0.311
H 3.896 -0.698 -2.794 -0.364 0.677 0.037
H 4.677 -1.776 5.492 -0.152 -0.400 0.036
H -0.378 -3.389 -5.088 0.051 -0.281 0.191
H 4.404 -2.659 3.270 -0.551 -0.289 -0.393
H 2.493 2.941 2.209 -0.052 0.168 -0.293
H -1.007 0.517 1.683 -0.504 -0.470 0.812
H 3.479 -6.632 1.091 -0.272 -0.003 -0.545
```
Forces are in eV/Å.

largest force on an atom: 2.7 eV/Å
HOMO (spin up / spin down): -9.729 / -9.729 eV
M: 982.53 g/mol
multiplicity: 2
net charge: +1
⟨S²⟩: 0.75